1.
C4H8O2SSe in the gas phase in a non-equilibrium geometry. Source: the Open Molecules 2025 dataset; level of theory: wB97M-V/def2-TZVPD.

Each line ends with the natural charge from an NBO analysis.
Geometry (Å):
1 H -0.5387 -1.1558 -1.8528  0.25
2 C -0.0778 -0.5813 -1.0511  -0.67
3 H -0.7775 0.8490 2.1728  0.24
4 C 1.0093 -1.3359 -0.4061  -0.67
5 O -2.6329 0.1359 -0.6604  -0.95
6 C 1.8878 1.2769 -0.4224  -0.64
7 H 2.4788 2.2417 -0.0697  0.20
8 H 0.0451 1.4630 0.6204  0.26
9 O -1.7568 -1.4562 0.9654  -0.95
10 C -0.9651 1.1256 1.0654  -0.90
11 H 0.4872 -1.9059 0.3736  0.27
12 Se 2.5094 -0.2640 0.1718  0.62
13 S -1.5845 -0.3341 0.1303  2.17
14 H 0.3826 0.3473 -1.2223  0.28
15 H 1.2880 -2.2481 -0.8916  0.25
16 H -1.7547 1.8418 1.0767  0.25

Forces on the atoms, in the same order (eV/Å):
H 0.1 0.5 -0.4
C -2.2 -1.6 1.0
H -0.2 0.2 -1.8
C -1.2 -2.2 1.1
O -2.6 0.9 -1.9
C 1.1 2.2 0.9
H -0.5 -2.3 -0.7
H -2.0 -0.3 0.5
O -0.1 -1.7 1.3
C 1.7 -1.4 1.7
H 0.7 0.6 1.2
Se 0.3 0.5 0.3
S 4.8 2.2 -0.3
H -0.6 1.9 -1.2
H 1.0 0.0 -1.3
H -0.4 0.7 -0.4

* energy relative to the best compared isomer or geometry (same formula, charge and spin): 0.000 eV
* maximum force: 5.3 eV/A
* total energy: -3107.12061 a.u.

---

2.
2 unconnected molecules or ions with the total composition C6H14O in a non-equilibrium geometry. Source: the Open Molecules 2025 dataset; level of theory: wB97M-V/def2-TZVPD.

Each line ends with the natural charge from an NBO analysis.
Geometry (Å):
1 C 1.6464 -0.5187 -0.9390  0.12
2 H 0.6519 -0.4856 3.5388  0.25
3 C 0.5181 -0.1787 2.5074  -0.38
4 O -4.8079 2.1394 -3.5729  -0.94
5 C 1.3615 0.1325 0.2595  0.13
6 H 2.3144 -1.3766 -0.9336  0.23
7 H -0.3072 -2.1034 1.8068  0.22
8 H 2.2432 -1.2290 1.7019  0.25
9 H 0.0602 0.8117 2.5467  0.22
10 H 2.4778 0.5128 1.9757  0.30
11 H 1.0457 1.0859 -2.1037  0.25
12 H 0.2106 -0.4765 -2.4356  0.31
13 H -0.9310 -0.7111 0.9242  0.19
14 C -0.6128 -1.0624 1.9012  -0.61
15 H -5.5734 1.5506 -3.5724  0.47
16 H 0.9261 1.1263 0.1863  0.22
17 H -1.4961 -1.0464 2.5392  0.24
18 C 1.1769 0.0071 -2.2198  -0.71
19 H 1.8595 -0.1387 -3.0550  0.28
20 H -4.5421 2.2120 -2.6638  0.46
21 C 1.7781 -0.2513 1.6081  -0.51

Forces on the atoms, in the same order (eV/Å):
C 0.5 -0.3 -0.7
H 0.7 0.0 0.0
C -1.9 -0.4 -0.5
O -0.2 -0.2 -0.6
C 0.9 0.5 0.8
H -0.2 -0.1 0.2
H 0.1 -0.1 0.0
H 0.1 -0.1 -0.3
H 0.6 0.3 0.0
H 0.1 0.1 -0.1
H -0.5 -0.1 -0.2
H 0.0 0.1 -0.2
H 0.0 0.2 -0.3
C 0.4 -0.1 0.6
H 0.1 0.2 0.0
H -0.4 -0.1 -0.1
H 0.1 0.0 0.0
C 0.3 0.6 0.3
H 0.0 -0.5 0.1
H 0.1 0.1 0.6
C -0.6 0.0 0.4

* energy relative to the best compared isomer or geometry (same formula, charge and spin): 0.533 eV
* maximum force: 2.0 eV/A
* spin multiplicity: 2
* <S²>: 0.752
* total energy: -311.89227 a.u.
* net charge: +1

---

3.
A molecular structure, C40H66O4PS5SeV in a non-equilibrium geometry. Source: the Open Molecules 2025 dataset; level of theory: wB97M-V/def2-TZVPD.

Each line ends with the Löwdin charge.
Geometry (Å):
1 C 3.5023 0.3013 -1.7915  -0.07
2 H -0.4669 -4.4565 3.6522  0.04
3 H -5.2456 1.8853 -1.9549  0.09
4 H 2.5650 3.5556 0.2144  0.11
5 C 4.0786 1.5433 -2.0519  0.06
6 H 1.1304 -4.9188 -2.5509  0.08
7 C -3.9292 0.8841 4.8536  -0.52
8 C -1.0530 -0.8385 4.5145  -0.52
9 C -3.7035 0.4333 -1.3977  -0.52
10 C 4.4250 4.0350 -1.8047  -0.55
11 H -4.7683 -2.3725 1.7997  0.06
12 H -5.2723 -0.7226 -0.4608  0.10
13 H -3.6444 3.1496 -1.6541  0.11
14 H -0.9682 -0.6031 5.5776  0.09
15 C 2.8005 2.6784 -0.3705  -0.02
16 H 6.4283 4.8520 -1.7655  0.10
17 H 4.6577 5.2094 -3.6042  0.10
18 C 2.6820 -5.1354 -1.0607  -0.38
19 H -4.9650 -1.5993 4.7566  0.07
20 H -2.9272 -1.8261 4.9506  0.05
21 H -3.8493 -0.4849 0.5784  0.04
22 H -0.1068 5.9091 -0.6955  0.08
23 H 5.9502 -0.2227 -3.0132  0.09
24 H 4.8580 1.5871 -2.7980  0.11
25 H 4.0311 5.1925 0.0106  0.09
26 C 4.2321 4.2489 -3.3131  -0.03
27 C -2.7883 2.8067 -1.0927  0.06
28 C -4.3976 -2.4337 2.8245  -0.51
29 H -2.6708 2.5189 4.1894  0.08
30 C 3.8438 5.2386 -1.0641  -0.06
31 C -1.9110 3.7737 -0.5926  -0.12
32 H 5.3614 -1.4026 -0.8327  0.10
33 H -2.2467 -0.5341 -2.7331  0.10
34 P 0.8211 -3.9682 0.6024  0.01
35 C -0.3065 -6.0276 2.1832  -0.35
36 H 3.4124 -4.5894 -1.6548  0.13
37 C 1.6070 -5.6987 -1.9573  -0.04
38 H -2.4251 6.5111 -2.6178  0.10
39 H 2.3448 -1.0121 -3.9060  0.10
40 H 6.3950 3.1117 -2.0314  0.08
41 H -0.0590 -1.1537 4.1929  0.02
42 H 6.0883 3.7639 -0.4177  0.10
43 C 2.1664 1.4788 -0.1075  -0.37
44 H -4.9840 0.8350 0.3206  0.08
45 C 3.7406 2.7324 -1.3983  -0.12
46 C 5.9225 3.9279 -1.4835  -0.03
47 H -2.1083 1.6910 5.6295  0.09
48 H 3.2240 -2.5305 -3.7687  0.10
49 H -1.2802 5.1898 -2.8661  0.09
50 C -2.5621 1.5351 4.6484  -0.52
51 O 1.7100 -0.7718 -0.5343  -0.25
52 C -4.6578 1.0830 -2.4013  -0.05
53 C -0.0312 -5.4497 3.5458  -0.04
54 H 2.6645 -6.7424 0.3876  0.08
55 H -4.3558 5.0686 -0.6932  0.08
56 C -5.1328 -1.4138 3.6966  -0.52
57 C -4.4973 -0.0123 -0.1634  -0.04
58 H -2.3644 -6.4569 2.4408  0.11
59 H -0.4872 -6.1028 4.2904  0.11
60 H -6.2017 -1.5644 3.5394  0.08
61 C -2.6479 1.4298 -0.9160  -0.06
62 H -3.7306 6.6945 -0.4442  0.10
63 H 4.7403 -0.0930 -4.3029  0.10
64 S -2.6071 -2.2289 2.6375  0.80
65 C 4.5494 -1.9018 -1.3635  -0.02
66 H 0.0535 -7.0530 2.1245  0.15
67 H -3.8239 -1.3087 -2.6672  0.10
68 C 5.0880 -0.7080 -3.4714  -0.05
69 C -1.7344 -5.9372 1.7175  -0.04
70 H 2.0688 -6.4066 -2.6460  0.11
71 H 3.9577 -6.8107 -0.8111  0.10
72 O -1.1410 -0.2488 0.0413  -0.26
73 S -0.6608 -3.1942 -0.5722  0.55
74 H 4.0593 -5.6489 0.5116  0.10
75 S 0.9878 -2.4624 1.9558  0.54
76 H 4.9631 -2.8046 -1.8172  0.09
77 H -3.0187 4.8754 -2.8720  0.08
78 Se 0.8794 1.2872 1.3068  1.25
79 H -1.3076 7.1861 -0.5608  0.10
80 H 5.4322 -1.6554 -3.8864  0.10
81 H -0.1340 4.0627 0.6012  0.11
82 H -2.7190 -1.5135 -1.3232  0.02
83 O 0.5905 -5.3708 1.1664  -0.25
84 C -2.1816 5.2489 -0.8803  -0.55
85 H -4.1335 1.4784 -3.2732  0.10
86 H 2.7680 5.3370 -1.2281  0.08
87 C -0.8175 3.3516 0.1609  -0.01
88 C 2.4941 0.3503 -0.8370  -0.24
89 H 1.0375 -5.4029 3.7525  0.10
90 V 0.2293 -1.1911 0.1315  0.52
91 H -4.6231 -3.4384 3.1863  0.08
92 H -3.8405 0.0368 5.5321  0.07
93 H 3.7946 -2.1984 -0.6355  0.07
94 C -3.5318 5.6380 -0.2618  -0.03
95 H -1.8688 -6.4175 0.7489  0.09
96 C -2.2295 5.4608 -2.4001  -0.03
97 H -3.5349 5.4750 0.8172  0.09
98 C 3.3749 -6.1411 -0.1777  -0.02
99 H 3.1739 4.2535 -3.5804  0.09
100 C 2.8267 -1.6886 -3.1982  -0.02
101 H 0.8488 -6.2417 -1.3904  0.09
102 S -4.7856 0.3320 3.3552  0.88
103 C -2.0450 -1.9974 4.3403  -0.50
104 C -1.0951 6.1505 -0.2969  -0.06
105 H -4.5694 1.6145 5.3496  0.08
106 C -0.6185 1.9958 0.3355  -0.38
107 H 4.3148 6.1489 -1.4334  0.10
108 O 2.1339 -4.0267 -0.2107  -0.30
109 H 4.7301 3.4786 -3.9023  0.08
110 H 2.0686 -2.0799 -2.5194  0.06
111 H -1.5768 -2.9087 4.7146  0.07
112 C 3.9776 -0.9900 -2.4589  -0.52
113 H -5.3639 0.3301 -2.7502  0.10
114 H -1.0553 6.0960 0.7930  0.09
115 H -2.0715 -4.9006 1.6692  0.03
116 S -1.3661 0.6832 3.6034  0.80
117 C -1.5139 1.0870 -0.1945  -0.24
118 C -3.0708 -0.7994 -2.0660  -0.04

Forces on the atoms, in the same order (eV/Å):
C 0.0 0.2 -0.1
H 0.0 0.0 0.0
H 0.0 0.0 0.0
H 0.0 0.0 0.0
C 0.1 -0.1 0.0
H 0.0 0.0 0.0
C 0.0 -0.1 0.1
C 0.1 -0.1 0.0
C 0.1 0.0 0.0
C 0.0 -0.1 0.0
H 0.0 0.0 0.0
H 0.0 0.0 0.0
H 0.0 0.0 0.0
H 0.0 0.0 0.0
C 0.0 -0.1 0.0
H 0.0 0.0 0.0
H 0.0 0.0 0.0
C 0.0 0.1 0.0
H 0.0 0.0 0.0
H 0.0 0.0 0.0
H 0.0 0.0 0.0
H 0.0 0.0 0.0
H 0.0 0.0 0.0
H 0.0 0.0 0.0
H 0.0 0.0 0.0
C 0.0 0.0 0.0
C 0.0 0.0 0.0
C 0.0 0.1 0.0
H 0.0 0.0 0.0
C 0.0 0.0 0.0
C 0.0 0.0 0.0
H 0.0 0.0 0.0
H 0.0 0.0 0.0
P 0.3 0.1 0.1
C 0.0 0.0 -0.1
H 0.0 0.0 0.0
C 0.0 0.0 0.0
H 0.0 0.0 0.0
H 0.0 0.0 0.0
H 0.0 0.0 0.0
H 0.0 0.0 0.0
H 0.0 0.0 0.0
C 0.1 0.2 0.0
H 0.0 0.0 0.0
C 0.0 0.0 0.0
C 0.0 0.0 0.0
H 0.0 0.1 0.0
H 0.0 0.0 0.0
H 0.0 0.0 0.0
C -0.1 0.1 0.1
O 0.3 0.2 -1.1
C -0.1 0.0 0.0
C 0.0 0.1 0.1
H 0.0 0.0 0.0
H 0.0 0.0 0.0
C 0.0 0.0 0.0
C -0.1 0.0 0.0
H 0.0 0.0 0.0
H 0.0 0.0 0.0
H 0.0 0.0 0.0
C -0.1 0.3 0.0
H 0.0 0.0 0.0
H 0.0 0.0 0.0
S 0.1 -0.1 -0.1
C 0.1 0.0 0.0
H 0.0 0.0 0.0
H 0.0 0.0 0.0
C 0.0 0.0 -0.1
C -0.1 0.0 0.0
H 0.0 0.0 0.0
H 0.0 0.0 0.0
O -0.7 0.4 -0.8
S 0.2 0.2 -0.1
H 0.0 0.0 0.0
S -0.1 0.1 -0.1
H 0.0 0.0 0.0
H 0.0 0.0 0.0
Se 0.0 -0.2 -0.1
H 0.0 0.0 0.0
H 0.0 0.0 0.0
H 0.0 0.0 0.0
H 0.0 0.0 0.0
O -0.2 -0.2 0.1
C 0.0 0.0 0.0
H 0.0 0.0 0.0
H 0.0 0.0 0.0
C -0.1 0.0 0.0
C -0.5 -0.6 0.4
H 0.0 0.0 0.0
V 0.0 -0.1 1.2
H 0.0 0.0 0.0
H 0.0 0.0 0.0
H 0.0 0.0 0.0
C 0.0 0.0 0.0
H 0.0 0.0 0.0
C 0.0 0.0 0.0
H 0.0 0.0 0.0
C 0.0 0.0 0.0
H 0.0 0.0 0.0
C 0.0 0.0 0.0
H 0.0 0.0 0.0
S 0.0 0.1 -0.1
C -0.1 0.2 0.1
C 0.0 0.0 0.0
H 0.0 0.0 0.0
C 0.1 0.2 0.1
H 0.0 0.0 0.0
O 0.1 -0.1 0.1
H 0.0 0.0 0.0
H 0.0 0.0 0.0
H 0.0 0.0 0.0
C -0.1 0.1 0.0
H 0.0 0.0 0.0
H 0.0 0.0 0.0
H 0.0 0.0 0.0
S -0.1 0.0 0.0
C 0.4 -0.8 0.3
C 0.0 0.0 -0.1

* energy relative to the best compared isomer or geometry (same formula, charge and spin): 0.327 eV
* maximum force: 1.2 eV/A
* total energy: -7542.07067 a.u.
* net charge: +2

---

4.
2 unconnected molecules or ions with the total composition C2H7NO4P in a non-equilibrium geometry. Source: the Open Molecules 2025 dataset; level of theory: wB97M-V/def2-TZVPD.

Each line ends with the natural charge from an NBO analysis.
Geometry (Å):
1 H -2.0369 0.0322 1.1337  0.16
2 H 2.9585 1.3740 0.4974  0.47
3 O 1.1135 0.1587 1.6184  -1.18
4 H -3.0901 -1.3315 0.5349  0.15
5 H -0.3810 -0.8168 -0.7863  0.39
6 C -1.9679 -0.9850 0.5692  -0.41
7 H 0.3418 2.1742 -0.2604  0.11
8 H -1.3767 -1.6692 1.2471  0.22
9 O 3.0935 0.5992 0.0320  -0.98
10 C 0.6400 1.2273 -0.7831  0.05
11 P 1.5692 -0.0957 0.1803  2.22
12 H -1.6042 0.2733 -0.8506  0.34
13 N -1.4754 -0.7126 -0.7545  -0.85
14 O 0.6627 1.2148 -1.9862  -0.54
15 O 1.5529 -1.4430 -0.3918  -1.13

Forces on the atoms, in the same order (eV/Å):
H 0.2 -1.8 -0.4
H 0.1 2.7 1.8
O 0.5 -0.1 -1.7
H 2.0 0.2 0.0
H -2.9 -0.5 0.0
C -2.1 1.0 2.4
H -0.3 -0.4 0.2
H -0.5 0.6 -1.2
O -0.7 -2.9 -1.8
C 1.6 0.0 -0.3
P 0.0 1.5 3.6
H -0.2 0.5 -0.7
N 3.0 -0.7 -0.3
O -0.6 0.2 -0.7
O 0.0 -0.5 -1.0

* energy relative to the best compared isomer or geometry (same formula, charge and spin): 1.189 eV
* maximum force: 3.9 eV/A
* total energy: -777.58694 a.u.
* net charge: -1